# 1
Molecular formula: C26H37BrF2NRuSi4
Method: DFT, the ωB97M-V functional and the def2-TZVPD basis

Results
Relative energy (zero: lowest compared OMol25 entry of this formula, charge and spin)   0.0000 eV
Net charge   +1
Highest occupied orbital energy (spin up / spin down)   -10.933 / -10.934 eV
HOMO-LUMO gap (spin up / spin down)   6.76 / 6.76 eV
E_LUMO (spin up / spin down)   -4.177 / -4.178 eV

Last column: Löwdin charge in e.
Geometry (Å):
Ru1 0.33 0.62 0.59  0.753
F1 5.62 -0.01 -0.03  0.093
C1 4.57 0.81 -0.05  -0.256
C2 3.30 0.27 0.12  -0.016
C3 2.20 1.12 0.11  -0.181
C4 2.39 2.51 -0.05  -0.118
C5 3.68 2.98 -0.21  -0.204
F2 3.91 4.30 -0.34  0.086
C6 4.79 2.16 -0.22  0.092
C7 1.18 3.35 0.03  -0.202
C8 1.09 4.70 -0.30  0.025
C9 -0.13 5.34 -0.22  -0.025
C10 -1.25 4.63 0.21  -0.036
C11 -1.09 3.30 0.53  -0.129
N1 0.09 2.68 0.46  -0.056
H1 3.21 -0.79 0.27  0.103
H2 5.78 2.57 -0.34  0.143
H3 1.96 5.23 -0.65  0.116
H4 -0.22 6.38 -0.48  0.121
H5 -2.22 5.09 0.28  0.115
H6 -1.92 2.70 0.87  0.111
C12 -3.25 -2.76 1.48  -0.205
Si1 -2.81 -2.35 -0.29  0.412
C13 -4.30 -1.64 -1.15  -0.210
C14 -2.12 -3.84 -1.17  -0.190
Si2 -0.98 -0.86 -0.61  0.601
Si3 -0.05 0.81 2.94  0.480
C15 0.12 2.54 3.64  -0.208
C16 1.29 -0.24 3.74  -0.198
C17 -1.79 0.16 3.25  -0.194
Si4 -0.67 -0.16 -2.87  0.397
C18 -0.39 -1.58 -4.05  -0.198
C19 0.76 1.05 -2.98  -0.200
C20 -2.26 0.74 -3.29  -0.210
H7 -3.82 -3.69 1.48  0.046
H8 -3.89 -1.98 1.90  0.037
H9 -2.40 -2.90 2.15  0.011
H10 -5.17 -2.26 -0.91  0.043
H11 -4.19 -1.64 -2.24  0.024
H12 -4.53 -0.62 -0.83  0.036
H13 -2.89 -4.62 -1.22  0.048
H14 -1.26 -4.26 -0.66  0.032
H15 -1.83 -3.60 -2.19  0.017
H16 1.07 2.98 3.32  0.034
H17 0.12 2.49 4.73  0.041
H18 -0.68 3.21 3.34  0.023
H19 2.26 -0.01 3.31  0.029
H20 1.12 -1.31 3.63  0.013
H21 1.33 -0.01 4.81  0.039
H22 -2.55 0.72 2.70  0.028
H23 -2.00 0.26 4.31  0.049
H24 -1.89 -0.89 2.98  -0.010
H25 0.58 -2.06 -3.92  0.030
H26 -0.44 -1.19 -5.07  0.043
H27 -1.16 -2.36 -3.97  0.019
H28 1.70 0.63 -2.62  0.020
H29 0.54 1.95 -2.40  0.021
H30 0.91 1.35 -4.02  0.047
H31 -3.09 0.04 -3.42  0.018
H32 -2.13 1.28 -4.23  0.042
H33 -2.55 1.46 -2.53  0.029
Br1 2.81 -5.79 0.29  0.817
C21 1.95 -4.12 0.25  -0.677
C22 2.14 -3.28 -0.85  -0.100
C23 1.51 -2.05 -0.87  -0.152
C24 0.67 -1.62 0.17  -0.457
C25 0.48 -2.52 1.24  -0.132
C26 1.13 -3.74 1.30  -0.102
H34 2.78 -3.59 -1.66  0.114
H35 1.70 -1.40 -1.71  0.082
H36 -0.19 -2.25 2.04  0.074
H37 0.99 -4.40 2.15  0.113



# 2
Molecular formula: C26H37ClN2O2
Method: DFT, the ωB97M-V functional and the def2-TZVPD basis

Results
Highest occupied orbital energy   -9.152 eV
HOMO-LUMO gap   9.85 eV
E_LUMO   0.696 eV

Last column: natural (NBO) charge in e.
Geometry (Å):
C1 2.29 0.20 0.89  -0.638
C2 1.21 0.60 -0.10  -0.176
Cl1 1.12 -0.57 -1.47  -0.095
C3 1.37 2.00 -0.64  -0.248
N1 0.21 2.58 -1.27  -0.634
C4 -0.58 3.52 -0.55  0.226
O1 0.16 4.75 -0.57  -0.726
C5 -0.91 3.13 0.90  -0.114
O2 -2.31 2.99 1.01  -0.548
C6 -2.75 2.01 1.92  -0.059
C7 -2.47 0.61 1.42  -0.441
C8 -3.01 0.34 0.01  -0.229
N2 -2.00 -0.33 -0.81  -0.838
H1 2.65 -0.81 0.71  0.233
H2 1.90 0.24 1.91  0.220
H3 3.15 0.87 0.82  0.220
H4 0.21 0.50 0.35  0.207
H5 1.67 2.65 0.19  0.213
H6 2.20 2.00 -1.35  0.213
H7 -0.34 1.92 -1.79  0.372
H8 -1.54 3.63 -1.05  0.183
H9 -0.40 5.45 -0.22  0.470
H10 -0.44 2.17 1.16  0.168
H11 -0.54 3.89 1.60  0.178
H12 -3.82 2.17 2.05  0.191
H13 -2.27 2.16 2.89  0.169
H14 -1.40 0.41 1.42  0.199
H15 -2.91 -0.09 2.14  0.219
H16 -3.35 1.28 -0.42  0.178
H17 -3.87 -0.33 0.07  0.191
H18 -2.42 -0.76 -1.63  0.361
H19 -1.32 0.34 -1.15  0.343
C9 -2.60 -4.70 -5.58  -0.213
C10 -1.28 -4.29 -5.64  -0.216
C11 -0.80 -3.36 -4.73  -0.218
C12 -1.65 -2.83 -3.76  -0.164
C13 -2.97 -3.25 -3.71  -0.226
C14 -3.45 -4.18 -4.61  -0.218
H20 -2.97 -5.43 -6.29  0.212
H21 -0.61 -4.70 -6.39  0.213
H22 0.23 -3.04 -4.77  0.213
H23 -1.27 -2.11 -3.05  0.201
H24 -3.64 -2.85 -2.95  0.204
H25 -4.48 -4.51 -4.57  0.212
C15 2.55 3.81 2.96  -0.160
C16 2.52 4.79 1.98  -0.254
C17 3.43 5.83 2.02  -0.199
C18 4.37 5.90 3.03  -0.214
C19 4.40 4.92 4.02  -0.213
C20 3.49 3.87 3.98  -0.237
H26 1.84 2.99 2.94  0.192
H27 1.79 4.73 1.18  0.231
H28 3.41 6.60 1.25  0.213
H29 5.08 6.72 3.06  0.213
H30 5.14 4.97 4.81  0.213
H31 3.52 3.11 4.75  0.211
C21 -0.73 -4.66 0.32  -0.230
C22 -0.79 -5.96 0.81  -0.213
C23 0.31 -6.51 1.46  -0.220
C24 1.47 -5.76 1.62  -0.205
C25 1.52 -4.46 1.13  -0.240
C26 0.43 -3.91 0.48  -0.159
H32 -1.59 -4.23 -0.18  0.214
H33 -1.69 -6.54 0.69  0.211
H34 0.26 -7.52 1.84  0.210
H35 2.32 -6.19 2.12  0.209
H36 2.43 -3.88 1.25  0.207
H37 0.48 -2.90 0.10  0.212